1.
C3H4BrO2 as an isolated structure in a non-equilibrium geometry, computed with ωB97M-V with the def2-TZVPD basis set.

Values from the calculation:
Frontier orbital gap (spin up / spin down), eV: 8.6 / 7.5
Total charge: +1
E_LUMO (spin up / spin down), eV: -4.893 / -5.545

```
10
Properties=species:S:1:pos:R:3:forces:R:3
C 0.088 0.080 -1.699 -2.2 1.2 -1.5
C 1.688 -0.445 0.035 0.7 -0.2 1.9
C -1.236 0.218 1.728 0.0 0.1 0.1
O 2.330 -0.551 0.969 -0.1 0.2 -0.3
O 1.163 -0.462 -1.022 1.2 -0.9 -0.4
Br -1.747 0.212 0.016 -0.1 -0.1 -0.2
H 0.278 1.094 -2.033 0.2 0.0 0.2
H -0.250 -0.610 -2.462 0.2 -0.2 0.2
H -1.214 -0.709 2.267 0.1 -0.3 0.0
H -1.100 1.172 2.200 0.1 0.1 0.0
```
Forces are in eV/Å.

***

2.
C3H4BrO3Pd2 as an isolated structure in a non-equilibrium geometry, computed with ωB97M-V with the def2-TZVPD basis set.

Values from the calculation:
Frontier orbital gap (spin up / spin down), eV: 9.6 / 5.7
Total charge: +3
Multiplicity: 5
E_LUMO (spin up / spin down), eV: -12.837 / -16.697

```
13
Properties=species:S:1:pos:R:3:forces:R:3
Pd 2.814 -2.850 -1.797 0.2 -0.2 -0.2
Pd 0.273 0.692 -4.849 0.1 -0.2 0.0
Br 0.833 -1.048 -2.845 0.0 0.2 -0.4
C -0.800 -0.452 0.558 0.6 -1.7 -1.6
C 0.558 0.193 0.728 -0.1 -0.2 -0.8
O 0.288 1.274 1.637 -0.6 1.2 0.5
C -0.999 1.385 1.760 0.3 -3.3 -1.1
O -1.592 2.335 2.319 -0.3 1.0 0.6
O -1.714 0.369 1.280 0.5 1.5 0.9
H -0.741 -1.516 0.801 -0.8 0.3 1.2
H -1.098 -0.519 -0.490 -0.3 0.7 0.1
H 0.869 0.622 -0.227 0.4 0.2 0.3
H 1.308 -0.484 1.126 0.1 0.4 0.4
```
Forces are in eV/Å.

***

3.
C3H4CdLiO3 as an isolated structure in a non-equilibrium geometry, computed with ωB97M-V with the def2-TZVPD basis set.

Values from the calculation:
Frontier orbital gap (spin up / spin down), eV: 9.0 / 4.7
Total charge: +1
E_LUMO (spin up / spin down), eV: -5.230 / -6.865

```
12
Properties=species:S:1:pos:R:3:forces:R:3
H -1.939 -1.216 0.632 0.7 0.5 -0.2
O -1.698 0.567 -0.392 0.9 -1.3 0.6
O 0.890 2.510 0.231 0.7 -0.3 0.7
C -1.353 -0.715 -0.180 -1.6 -0.1 -1.1
C 1.788 2.166 0.847 -0.9 0.5 -0.6
H -1.467 -1.343 -1.103 0.4 0.5 0.5
Li -1.059 2.163 -0.485 0.0 0.3 -0.1
Cd 2.853 -0.098 -0.556 6.5 1.6 0.6
O 1.140 -0.617 -0.794 -7.5 -1.2 0.6
C 0.226 -0.914 0.212 1.2 -1.6 -0.4
H 0.267 -2.013 0.360 -0.5 0.4 0.0
H 0.353 -0.491 1.228 0.1 0.6 -0.6
```
Forces are in eV/Å.

***

4.
C3H4CeO3 as an isolated structure in a non-equilibrium geometry, computed with ωB97M-V with the def2-TZVPD basis set.

Values from the calculation:
Frontier orbital gap (spin up / spin down), eV: 7.4 / 8.0
Total charge: +3
Multiplicity: 2
E_LUMO (spin up / spin down), eV: -17.248 / -16.740

```
11
Properties=species:S:1:pos:R:3:forces:R:3
C 1.389 0.176 2.583 -0.1 -0.3 0.3
C 0.803 1.393 2.082 -0.9 -0.7 0.5
O 0.872 1.835 0.893 0.5 0.5 -1.2
C 1.609 1.234 -0.157 -0.5 -0.5 1.5
O 1.418 0.037 -0.417 0.6 -0.5 -1.7
O 2.410 1.969 -0.739 1.1 -0.1 -2.2
H 1.295 -0.683 1.870 0.0 0.7 0.7
H 0.128 1.988 2.707 0.3 0.3 -0.1
H 2.462 0.381 2.740 0.1 -0.1 0.1
Ce 2.946 0.301 -2.557 -1.3 1.1 2.6
H 0.955 0.018 3.589 0.3 -0.4 -0.5
```
Forces are in eV/Å.

***

5.
One molecule with the formula C3H4Cl2 in a non-equilibrium geometry, computed with ωB97M-V with the def2-TZVPD basis set.

Values from the calculation:
Frontier orbital gap (spin up / spin down), eV: 8.6 / 8.2
Total charge: 0
E_LUMO (spin up / spin down), eV: -0.457 / -0.252

```
9
Properties=species:S:1:pos:R:3:forces:R:3
C -1.180 -0.052 0.700 2.3 -0.3 -3.1
C -0.155 -0.598 -0.367 -0.3 -1.4 0.2
C 1.193 0.186 -0.359 -1.5 0.0 0.3
Cl 0.986 1.594 -1.327 0.5 0.5 -0.2
Cl 2.189 0.454 1.040 -0.4 -0.4 -0.4
H -1.364 0.916 0.288 -1.0 0.9 0.9
H -1.147 -0.320 1.736 0.0 0.0 0.2
H -0.018 -1.699 -0.257 0.3 0.7 0.2
H -0.503 -0.482 -1.453 0.1 0.0 1.8
```
Forces are in eV/Å.

***

6.
A 2-piece molecular cluster, C3H4Cl2 overall in a non-equilibrium geometry, computed with ωB97M-V with the def2-TZVPD basis set.

Values from the calculation:
Frontier orbital gap, eV: 8.2
Total charge: 0
E_LUMO, eV: -0.716

```
9
Properties=species:S:1:pos:R:3:forces:R:3
C -0.130 0.789 0.399 -0.2 -2.1 0.9
C -0.310 -0.278 -0.406 -0.3 1.6 -1.7
C 2.920 -0.045 -0.519 -1.0 3.7 -0.8
Cl 3.395 -1.545 -0.361 1.2 -3.1 0.7
Cl 3.753 1.086 0.522 -0.1 -0.5 0.0
H 0.088 0.537 1.448 -0.4 0.6 -0.2
H -0.224 1.843 0.145 0.4 -0.4 -0.4
H -0.339 0.024 -1.530 -0.4 -1.2 1.9
H -0.467 -1.349 -0.074 0.7 1.5 -0.5
```
Forces are in eV/Å.

***

7.
One molecule with the formula C3H4Cl2FNO2 in a non-equilibrium geometry, computed with ωB97M-V with the def2-TZVPD basis set.

Values from the calculation:
Frontier orbital gap, eV: 10.9
SMILES: C[C@H]([N+](=O)[O-])C(F)(Cl)Cl
Total charge: 0
E_LUMO, eV: 0.258

```
13
Properties=species:S:1:pos:R:3:forces:R:3
C 0.231 0.177 -0.119 -1.4 0.8 1.9
C -0.983 -0.397 0.609 0.3 -1.4 -1.7
N -0.968 -2.088 0.020 0.8 4.5 1.5
O -1.588 -2.806 0.722 -0.5 -1.8 -0.1
O -0.289 -2.245 -0.956 -0.6 -1.6 0.0
C -2.349 0.132 0.140 0.6 -0.9 0.0
F -3.310 -0.486 0.844 -0.3 0.4 0.6
Cl -2.312 1.880 0.561 -0.6 -0.5 -0.6
Cl -2.747 -0.345 -1.565 0.4 1.1 0.6
H 0.015 1.148 -0.517 -0.4 0.0 -1.3
H 0.955 0.476 0.581 1.2 -0.1 1.4
H 0.628 -0.611 -0.693 0.5 -0.1 -1.4
H -0.978 -0.378 1.721 0.0 -0.5 -0.9
```
Forces are in eV/Å.

***

8.
A 2-piece molecular cluster, C3H4Cl2N3 overall in a non-equilibrium geometry, computed with ωB97M-V with the def2-TZVPD basis set.

Values from the calculation:
Frontier orbital gap, eV: 8.5
Total charge: +1
E_LUMO, eV: -6.106

```
12
Properties=species:S:1:pos:R:3:forces:R:3
C 0.094 1.364 0.060 -2.9 3.2 -1.0
C 1.073 -0.306 1.062 3.2 -1.7 -1.3
C -1.225 -0.485 0.694 -1.2 -1.3 0.2
N 1.204 0.823 0.378 0.6 -0.1 1.4
N -1.108 0.774 0.373 -0.6 1.6 0.2
N -0.014 -1.055 0.949 0.8 0.4 0.5
Cl 0.087 -1.243 -2.474 -0.2 0.0 0.7
Cl -2.605 1.839 0.445 1.9 -1.3 -0.3
H -0.052 2.401 -0.406 0.8 -1.7 0.3
H 2.037 -0.783 1.458 -1.7 0.8 -0.2
H 0.375 -1.289 -3.703 0.2 0.0 -0.6
H 0.134 -2.041 1.164 -0.9 0.0 0.1
```
Forces are in eV/Å.

***

9.
C3H4Cl2S as an isolated structure in a non-equilibrium geometry, computed with ωB97M-V with the def2-TZVPD basis set.

Values from the calculation:
Frontier orbital gap, eV: 9.6
Total charge: 0
E_LUMO, eV: 0.427

```
10
Properties=species:S:1:pos:R:3:forces:R:3
C -0.967 0.349 0.495 0.3 -0.2 2.1
C 0.283 -0.539 0.393 1.1 0.0 -0.5
C 1.420 -0.031 -0.149 -1.3 0.1 1.3
H -1.325 -0.456 -1.942 -2.2 0.9 3.1
H -0.754 1.426 0.409 0.4 -0.6 -0.4
H -1.387 0.306 1.565 0.3 -0.4 -1.6
H 0.388 -1.657 0.706 -0.8 2.2 -0.7
S -2.294 -0.101 -0.657 2.2 -1.0 -2.8
Cl 2.811 -0.930 -0.431 0.9 -1.3 -0.1
Cl 1.825 1.634 -0.388 -0.8 0.4 -0.2
```
Forces are in eV/Å.

***

10.
One molecule with the formula C3H4ClF in a non-equilibrium geometry, computed with ωB97M-V with the def2-TZVPD basis set.

Values from the calculation:
Frontier orbital gap, eV: 10.4
SMILES: C/C(F)=C/Cl
Total charge: 0
E_LUMO, eV: 0.944

```
9
Properties=species:S:1:pos:R:3:forces:R:3
C -1.275 0.283 -0.055 5.5 -0.5 -3.6
C 0.354 0.331 0.101 -3.3 -0.2 -0.2
F 0.811 1.493 -0.312 0.5 1.1 -0.1
C 1.169 -0.674 0.319 -1.0 -2.1 0.1
Cl 2.869 -0.520 0.005 -0.4 -0.3 0.3
H -1.549 -0.724 0.011 -0.7 -1.4 0.3
H -1.759 0.921 0.569 -1.4 1.9 1.6
H -1.273 0.576 -1.169 -0.8 -0.2 1.7
H 0.652 -1.685 0.532 1.6 1.7 -0.2
```
Forces are in eV/Å.

***

11.
One molecule with the formula C3H4ClFN2O in a non-equilibrium geometry, computed with ωB97M-V with the def2-TZVPD basis set.

Values from the calculation:
Frontier orbital gap, eV: 11.8
SMILES: N#C[C@H](N)O[C@H](F)Cl
Total charge: 0
E_LUMO, eV: 0.418

```
12
Properties=species:S:1:pos:R:3:forces:R:3
N 0.457 1.601 -2.829 0.4 0.9 -2.5
C 0.239 1.321 -1.757 0.0 -2.4 5.9
C 0.207 0.537 -0.120 2.3 1.5 -2.6
N 1.427 -0.112 0.284 0.6 3.4 1.2
O -0.706 -0.471 -0.396 -0.2 1.2 -0.7
C -1.152 -1.034 0.736 -1.9 0.6 0.2
F -1.803 -2.139 0.390 0.3 -0.5 0.3
Cl -2.356 0.079 1.537 0.0 -0.1 0.1
H 0.117 1.341 0.635 -1.5 -0.4 -0.7
H 2.197 0.598 0.583 -1.9 -1.7 -0.8
H 1.729 -0.614 -0.487 1.2 -1.5 -1.6
H -0.357 -1.107 1.423 0.7 -1.0 1.1
```
Forces are in eV/Å.

***

12.
A 2-piece molecular cluster, C3H4ClFO overall in a non-equilibrium geometry, computed with ωB97M-V with the def2-TZVPD basis set.

Values from the calculation:
Frontier orbital gap (spin up / spin down), eV: 9.6 / 5.5
Total charge: 0
Multiplicity: 3
E_LUMO (spin up / spin down), eV: 0.887 / -4.308

```
10
Properties=species:S:1:pos:R:3:forces:R:3
C -0.221 -0.028 -0.725 1.4 -0.9 2.9
C -1.271 0.378 0.255 0.8 2.2 0.9
C 0.968 -0.799 -0.130 -1.3 0.3 -3.8
O -0.351 0.213 -1.878 0.6 0.1 -2.6
F 0.958 -1.093 1.129 0.1 -0.3 1.8
Cl 2.696 1.189 0.602 0.4 0.5 0.2
H -1.138 -0.265 1.086 -0.3 -0.3 1.2
H -1.186 1.511 0.601 -0.1 -2.4 -0.8
H -2.213 0.198 -0.205 -0.8 0.1 -0.3
H 1.757 -1.304 -0.734 -0.8 0.6 0.5
```
Forces are in eV/Å.